Arrangement w

A cluster of 2 separate species, C3H10N3S in total. Source: OMol25; level of theory: wB97M-V/def2-TZVPD.

- 2S+1: 1
- LUMO energy (spin up / spin down): -0.21384 / -0.22432 Eh
- E_HOMO (spin up / spin down): -13.11 / -14.02 eV
- HOMO-LUMO gap (spin up / spin down): 7.29 / 7.92 eV
- Net charge: +1

CARTESIAN COORDINATES (ANGSTROEM)
C 2.0800 0.0823 -0.5927
C -1.0706 0.3426 2.3278
C -0.2515 0.5139 -0.5525
N 0.9265 0.4500 -2.6283
N -0.4004 -1.7276 -0.6639
N 0.8891 0.3869 -1.3552
S -0.0072 0.9372 1.0599
H 2.1281 0.8432 0.1587
H 2.9784 0.0682 -1.2900
H 1.8252 -0.8275 -0.0076
H -1.4989 1.0955 2.8794
H -0.4326 -0.2506 2.9389
H -1.9602 -0.3525 2.1032
H -1.1459 0.6828 -1.1006
H 0.0513 0.6659 -3.0816
H -0.4656 -1.9198 -1.6800
H -1.3300 -2.0345 -0.2396

Arrangement x

A cluster of 2 separate species, C3H10N3S in total. Source: OMol25; level of theory: wB97M-V/def2-TZVPD.

- 2S+1: 1
- LUMO energy: -0.15463 Eh
- E_HOMO: -12.72 eV
- HOMO-LUMO gap: 8.52 eV
- Net charge: +1

CARTESIAN COORDINATES (ANGSTROEM)
C -1.5293 0.3623 -0.6527
C 2.0746 -1.5116 -0.2027
C -1.4763 1.6413 0.0076
N -0.4881 -0.3546 -0.8588
N 1.2317 -2.0105 0.5985
N 0.6783 -1.5262 1.7408
S 2.5068 0.2314 -0.0696
H -2.6010 0.0628 -0.8758
H 2.3819 -2.1758 -0.8968
H -0.5467 2.2182 0.1176
H -2.0225 1.7495 0.8742
H -2.0639 2.2827 -0.4905
H -0.3787 -1.2152 -1.3544
H 0.5251 -0.0988 -0.4895
H 0.1681 -2.2263 2.2689
H 1.2939 -0.8949 2.2167
H 2.5655 0.5539 -1.4182

Arrangement y

A cluster of 2 separate species, C3H10N3S in total. Source: OMol25; level of theory: wB97M-V/def2-TZVPD.

- 2S+1: 1
- LUMO energy (spin up / spin down): -0.27938 / -0.27919 Eh
- E_HOMO (spin up / spin down): -11.60 / -11.60 eV
- HOMO-LUMO gap (spin up / spin down): 3.99 / 4.00 eV
- Net charge: +1

CARTESIAN COORDINATES (ANGSTROEM)
C 1.2305 -1.0867 -0.1281
C -2.1022 -1.1074 0.0153
C -0.9403 -0.1830 0.4490
N 1.9700 -2.1933 -0.2146
N 2.2908 3.3758 -0.6099
N 0.2199 -1.0511 0.7041
S 1.1602 2.8177 -1.6714
H -1.9992 -1.4348 -1.1138
H -2.0877 -1.9995 0.7799
H -3.0183 -0.4393 -0.0538
H -1.2321 0.5053 1.2059
H -0.6459 0.5752 -0.2509
H 1.5608 -3.1249 0.0907
H 2.7461 -2.0916 -0.8544
H 3.2815 3.4422 -0.9499
H 1.8851 3.8669 0.2081
H 0.0040 -1.6246 1.4755

Which one sits at the bottom of the stability order? arrangement w does.

Arrangement w

A structure of composition C3H6BrIO. Source: OMol25; level of theory: wB97M-V/def2-TZVPD.

- 2S+1: 1
- LUMO energy: 0.01143 Eh
- E_HOMO: -9.41 eV
- HOMO-LUMO gap: 9.72 eV

CARTESIAN COORDINATES (ANGSTROEM)
C -1.4586 -0.2268 -0.3963
C -0.1461 -0.5178 0.3097
C 1.3585 0.2777 -0.4899
O -0.0789 -0.1724 1.6598
Br 1.4184 2.1256 0.2234
I 3.1836 -0.6541 -0.1443
H -1.8803 0.8191 -0.3079
H -1.3744 -0.2757 -1.4837
H -2.2821 -0.9216 0.0971
H 0.3148 -1.5672 0.3037
H 1.2717 0.3610 -1.5300
H -0.3265 0.7521 1.7586

Arrangement x

A structure of composition C3H6BrIO. Source: OMol25; level of theory: wB97M-V/def2-TZVPD.

- 2S+1: 1
- LUMO energy: 0.00482 Eh
- E_HOMO: -9.57 eV
- HOMO-LUMO gap: 9.70 eV

CARTESIAN COORDINATES (ANGSTROEM)
C 0.2401 0.4250 1.4016
C -0.5994 -0.2658 0.3076
C 0.0224 0.3950 -1.2116
O -0.4851 -1.6202 0.1857
Br 1.9021 -0.1616 -1.3472
I -1.0305 -0.2468 -2.9897
H 1.2728 0.3876 1.3674
H -0.0824 1.4334 1.3857
H -0.1386 0.0449 2.2825
H -1.6060 -0.1331 0.2146
H 0.1227 1.5079 -1.3414
H 0.3818 -1.7663 -0.2552

Which one sits at the bottom of the stability order? arrangement w does.

Arrangement w

A cluster of 2 separate species, C27H32N4O4 in total. Source: OMol25; level of theory: wB97M-V/def2-TZVPD.

- 2S+1: 1
- LUMO energy: 0.01383 Eh
- E_HOMO: -7.71 eV
- SMILES: CNC(=O)[C@H](Cc1c[nH]c2ccccc12)NC(C)=O.N[C@@H](CC1=C2C=CCC=CC2=CC1)C(=O)O
- HOMO-LUMO gap: 8.09 eV

CARTESIAN COORDINATES (ANGSTROEM)
O -4.2759 1.2671 4.6260
O 0.9709 2.1537 -7.8977
O -1.2827 3.0794 1.1488
O 0.3534 3.5740 -6.2476
C -4.4185 1.9321 3.6087
C 0.5906 2.3390 -6.7509
C -1.0523 2.5483 2.2310
C 1.3777 -2.5118 -0.9999
C 3.1121 -0.5968 -2.9152
C 0.8798 -1.5424 -1.9720
C 1.6497 -0.6830 -2.8571
C 0.3495 -0.2968 1.4570
C 2.6147 -3.1124 -1.0311
C 3.9867 -1.5952 -2.5463
C -0.4449 -1.2278 -2.0939
C 0.7721 0.1401 -3.5345
C -0.7257 -0.4920 2.2525
C -0.2864 -3.1017 5.0887
C 1.0395 -3.4608 4.7857
C -0.9563 -2.1263 4.3245
C 1.7085 -2.8369 3.7186
C -0.3180 -1.4905 3.2379
C 1.0314 -1.8673 2.9651
N 1.3933 -1.0933 1.8833
N 0.1117 2.7926 2.8429
N 0.6547 -0.2030 -6.4667
N -3.4420 2.1372 2.7268
C -5.7500 2.5801 3.3093
C 3.5944 -2.9964 -2.1654
C -0.6480 -0.1532 -3.1196
C 0.5900 2.2333 4.1078
C 1.1109 1.2357 -4.5253
C 0.3226 1.1062 -5.8430
C -2.0336 0.2260 2.1374
C -2.0870 1.5869 2.8446
H 0.5616 4.1846 -6.9717
H 0.7116 -2.7835 -0.1856
H 3.5518 0.3342 -3.2566
H 0.3813 0.3872 0.6145
H 2.8576 -3.8002 -0.2263
H 5.0483 -1.3781 -2.6160
H -1.2426 -1.6893 -1.5195
H -0.7952 -3.5779 5.9158
H 1.5430 -4.2127 5.3781
H -1.9765 -1.8613 4.5633
H 2.7274 -3.1004 3.4807
H 2.2821 -1.1374 1.4041
H 0.7171 3.4333 2.3527
H 0.5379 -0.1489 -7.4818
H 1.6083 -0.4818 -6.2348
H -3.6327 2.7065 1.9166
H -6.1510 2.1643 2.3878
H -6.4348 2.3751 4.1313
H -5.6157 3.6550 3.2063
H 4.5009 -3.5460 -1.8941
H 3.1675 -3.4903 -3.0439
H -1.2462 -0.5200 -3.9596
H -1.1297 0.7286 -2.6855
H 0.5919 1.1421 4.0645
H -0.0477 2.5611 4.9312
H 1.6097 2.5721 4.2971
H 0.8772 2.1966 -4.0563
H 2.1797 1.2344 -4.7537
H -0.7492 1.1281 -5.6233
H -2.8081 -0.4171 2.5568
H -2.2617 0.3640 1.0791
H -1.8565 1.4335 3.8985

Arrangement x

The molecule C27H32N4O4. Source: OMol25; level of theory: wB97M-V/def2-TZVPD.

- 2S+1: 1
- LUMO energy: 0.00695 Eh
- E_HOMO: -7.66 eV
- SMILES: Cc1ccc([C@H](C(=O)NC(C)(C)C)N(Cc2ccco2)C(=O)CCC(=O)Nc2ccccn2)cc1
- HOMO-LUMO gap: 7.85 eV

CARTESIAN COORDINATES (ANGSTROEM)
C -4.6272 4.3925 -3.1677
C -3.8499 3.3394 -2.6996
C -4.3907 2.5020 -1.6452
C -3.4460 1.4953 -1.0988
C -2.0540 1.2504 -1.7553
C -1.6174 1.9766 -2.5943
C -2.3433 3.0243 -3.0178
H -2.1308 3.4696 -4.0970
H -0.7261 1.6612 -3.1126
C -1.2110 0.2374 -0.9839
N -0.2969 0.7486 -0.1405
C 1.0928 0.5864 -0.6800
O 1.5156 0.1305 -1.7452
C 2.1212 1.4318 0.2011
H 1.9269 1.5855 1.0640
C 3.4941 0.5510 0.2581
C 3.1409 -0.6820 0.6920
O 2.0433 -0.9915 1.3248
N 3.8515 -1.7713 0.4473
C 3.9799 -3.1171 0.9749
N 5.1833 -3.7805 0.5054
C 5.2659 -5.0862 1.0482
C 4.1582 -5.8087 1.4772
C 3.0415 -5.1351 1.8635
C 2.7713 -3.9676 1.2139
H 1.9187 -3.2048 1.5641
H 2.3510 -5.5618 2.0472
H 4.2323 -6.8875 1.5971
H 6.3043 -5.4363 0.7253
H 4.8693 -1.4122 0.0989
H 3.6674 0.3262 -0.9235
H 4.2800 0.9011 0.6051
H 2.3748 2.4168 -0.3022
C -0.5324 1.9020 0.7190
C -0.7603 3.2350 0.1749
C -2.0584 4.0233 0.3212
C -1.5256 5.1702 -0.6941
C -0.2800 5.0261 -0.7650
O 0.1281 3.7027 -0.5592
H 0.3700 5.3674 -1.5006
H -2.0701 6.2652 -0.5920
H -2.7601 3.9041 1.0632
H -1.5165 1.4721 1.1855
H 0.1882 1.9481 1.6150
H -0.6904 -0.4880 -1.7851
C -1.9430 -0.7529 -0.1653
O -2.9167 -1.2605 -0.4393
N -1.1757 -1.0197 0.9825
H -0.3388 -0.9708 1.0008
C -1.5245 -2.4073 2.0471
C -0.6644 -2.1925 3.1023
H -0.7942 -3.0310 3.7758
H -0.9773 -1.1816 3.5557
H 0.4496 -2.0101 2.8655
C -1.3873 -3.4745 1.3057
H -2.1363 -3.6483 0.5971
H -1.5321 -4.4668 1.8559
H -0.2984 -3.7889 0.9712
C -3.0957 -2.1589 2.4501
H -3.7593 -1.9913 1.7969
H -3.2270 -2.8496 3.0248
H -3.1654 -1.0840 2.9506
H -3.8562 0.8652 -0.3044
H -5.0845 2.5833 -1.0510
H -5.4283 4.5711 -2.6476
H -3.9983 5.3404 -3.2525
H -4.8062 4.1646 -4.2291

Which one sits at the bottom of the stability order? arrangement x does.

Arrangement w

A cluster of 2 separate species, C3H5F2NO in total. Source: OMol25; level of theory: wB97M-V/def2-TZVPD.

- 2S+1: 1
- LUMO energy: 0.03284 Eh
- E_HOMO: -9.96 eV
- SMILES: C=C(F)F.C=NO
- HOMO-LUMO gap: 10.85 eV

CARTESIAN COORDINATES (ANGSTROEM)
C -0.9115 1.5600 -0.3392
C 0.4394 -1.5627 0.3298
C -0.8420 0.9749 0.8146
N 0.2672 -1.2863 -0.9208
O -0.9456 -1.4868 -1.4798
F 0.2509 0.8934 1.6359
F -1.8278 0.4439 1.4349
H -1.7576 1.7902 -0.9725
H 0.0817 1.8578 -0.8292
H -1.4553 -2.0184 -0.9128
H -0.2738 -2.0747 1.0442
H 1.4473 -1.5733 0.7292

Arrangement x

A cluster of 2 separate species, C3H5F2NO in total. Source: OMol25; level of theory: wB97M-V/def2-TZVPD.

- 2S+1: 1
- LUMO energy: 0.01602 Eh
- E_HOMO: -8.26 eV
- HOMO-LUMO gap: 8.70 eV

CARTESIAN COORDINATES (ANGSTROEM)
C -0.9687 -0.4948 1.9082
C -0.6163 0.4335 1.0760
C 0.7889 -1.1263 -0.8143
N 0.5106 0.0136 -1.8124
O -0.2412 1.3963 0.5040
F -0.5003 -1.6831 -0.8095
F 1.6075 -1.9239 -1.6458
H -1.3824 -0.2263 2.9161
H -0.5953 -1.5641 1.6144
H 1.3472 0.2185 -2.3128
H -0.3621 -0.1914 -2.4771
H 0.3472 0.9148 -1.3705

Which one sits at the bottom of the stability order? arrangement x does.